Below is C9H10BN6RuTe4 as an isolated structure, with properties calculated with ωB97M-V with the def2-TZVPD basis set.

As for the expectation value of S²: 0.762. The maximum force comes out at 0.9 eV/A. The value obtained for the HOMO-LUMO gap (spin up / spin down) is 6.533 / 5.146 eV. As for the multiplicity: 2. The total energy is -50870.614 eV. The LUMO energy (spin up / spin down) is -0.03074 / -0.07621 Ha.

Each line ends with the Mulliken charge.
Positions of all 31 atoms, in Å:
Ru 1.044 -0.718 -0.978  0.195
C -1.422 -2.865 1.851  -1.020
C -0.437 -2.846 0.858  -0.407
N -0.200 -1.597 0.475  0.025
N -1.007 -0.799 1.193  0.304
C -1.759 -1.538 2.025  -0.126
B -0.996 0.719 0.926  0.050
N 0.434 1.234 1.176  0.207
C 0.892 2.192 1.997  -0.134
C 2.253 2.315 1.805  -1.134
C 2.552 1.377 0.811  -0.183
N 1.448 0.739 0.444  0.182
N -1.326 0.950 -0.563  0.145
C -2.317 1.663 -1.122  -0.133
C -2.186 1.591 -2.494  -1.137
C -1.055 0.793 -2.698  -0.396
N -0.552 0.416 -1.529  0.242
H -1.827 -3.718 2.364  0.381
H 0.105 -3.661 0.405  0.403
H -2.470 -1.067 2.681  0.443
H -1.794 1.287 1.618  -0.102
H 0.220 2.709 2.661  0.450
H 2.930 2.983 2.306  0.377
H 3.491 1.139 0.340  0.253
H -3.037 2.170 -0.504  0.440
H -2.810 2.050 -3.239  0.389
H -0.582 0.483 -3.615  0.496
Te 2.811 0.179 -2.737  -0.196
Te 4.136 -1.674 -1.279  -0.084
Te 2.840 -3.965 -2.335  -0.056
Te 0.619 -2.539 -2.844  0.127